One molecule with the formula C4H3O2PS at a distorted geometry, computed with the ωB97M-V functional and the def2-TZVPD basis.

Calculated total energy = -28415.183 eV
Kohn-Sham gap = 9.21 eV
HOMO level = -9.489 eV
Total charge = 0
LUMO level = -0.28 eV
SMILES string = O=POc1cccs1

Geometry as XYZ:
```
11
Properties=species:S:1:pos:R:3:forces:R:3
H -2.6004 0.7798 0.1300 0.300 1.023 -0.157
C 0.5039 -0.3713 -0.2585 2.192 0.927 0.243
H 0.0445 1.6216 -0.3561 0.764 3.344 -0.460
O 4.1420 0.6396 -0.0026 1.513 0.249 -0.033
H -2.7583 -1.4155 0.3550 -1.099 -1.534 0.324
C -1.6568 0.2664 0.0682 -0.263 0.964 0.139
C -0.3303 0.7014 -0.2189 -1.059 -3.120 0.387
C -1.7897 -1.0472 0.2887 1.583 0.442 -0.762
S -0.2972 -1.8365 0.0356 0.323 -1.384 0.349
O 1.9746 -0.2954 -0.3454 -3.439 -0.754 -0.158
P 2.7676 0.9570 0.3039 -0.813 -0.155 0.129
```
Forces are in eV/Å.